{"formula": "C44H67N2O4P2RbSe4Si", "method": "ωB97M-V with the def2-TZVPD basis set", "species": ["Rb", "C", "Si", "C", "C", "C", "C", "C", "C", "P", "C", "C", "C", "C", "C", "C", "C", "C", "C", "C", "C", "C", "C", "C", "C", "C", "C", "C", "P", "C", "C", "C", "C", "C", "C", "C", "C", "C", "C", "C", "C", "H", "H", "H", "H", "H", "H", "H", "H", "H", "H", "H", "H", "H", "H", "H", "H", "H", "H", "H", "H", "H", "H", "H", "H", "H", "H", "H", "H", "H", "H", "H", "H", "H", "H", "H", "H", "H", "H", "H", "H", "H", "H", "H", "H", "H", "H", "H", "H", "H", "H", "H", "H", "H", "H", "H", "Se", "Se", "Se", "Se", "O", "H", "H", "O", "H", "H", "O", "C", "N", "C", "O", "C", "C", "C", "C", "N", "C", "H", "H", "H", "H", "H", "H", "H", "H"], "positions_angstrom": [[0.5151, -1.7435, 0.0201], [-2.8993, -0.0457, 2.1170], [-2.1880, 0.7281, 0.4135], [-1.3304, 2.4232, 1.0795], [-1.9020, 3.6385, 0.6289], [-1.3575, 4.8557, 0.7857], [-0.1117, 4.9329, 1.3690], [0.3826, 3.7731, 1.9468], [-0.1765, 2.5138, 1.8448], [0.7044, 0.9599, 2.4515], [0.5878, 1.0113, 4.3290], [-0.4394, 0.0542, 4.8920], [-0.5364, 0.1980, 6.4197], [-1.1015, 1.5893, 6.8567], [-0.8186, 2.6731, 5.7842], [0.4900, 2.4015, 5.0319], [2.5800, 1.3807, 2.2583], [3.3348, 2.3090, 3.2772], [4.8186, 2.2946, 2.8085], [5.0234, 2.9640, 1.4742], [3.7231, 3.1308, 0.7202], [2.8422, 1.8728, 0.7705], [-3.8432, 1.5622, -0.3008], [-4.7493, 2.0536, 0.6436], [-5.8996, 2.7708, 0.2148], [-6.0398, 3.0621, -1.1228], [-5.1720, 2.5081, -2.0631], [-4.0885, 1.7165, -1.6989], [-3.1680, 1.0235, -3.1498], [-2.9868, -0.8168, -2.8345], [-4.1143, -1.4028, -1.9813], [-5.4384, -1.4880, -2.7158], [-5.3554, -2.2828, -3.9850], [-4.3037, -1.6059, -4.8508], [-2.9300, -1.5357, -4.1824], [-1.4287, 1.5960, -2.9706], [-1.2668, 3.0572, -3.5680], [-0.0579, 3.6622, -2.8605], [0.9968, 2.6075, -2.4626], [0.9755, 1.5220, -3.5106], [-0.3675, 0.7328, -3.5986], [-3.1973, 0.7511, 2.8008], [-2.1889, -0.7040, 2.6124], [-3.8696, -0.3966, 1.8048], [-2.8536, 3.6192, 0.0868], [-1.9176, 5.6916, 0.4648], [0.4122, 5.8238, 1.5000], [1.2832, 3.8820, 2.5286], [1.5891, 0.6728, 4.5755], [-0.2636, -1.0017, 4.5523], [-1.4158, 0.4566, 4.4517], [0.4507, 0.0526, 6.8379], [-1.1167, -0.6283, 6.7758], [-0.6936, 1.7958, 7.8297], [-2.1968, 1.5366, 7.0326], [-0.8187, 3.6642, 6.2543], [-1.7144, 2.7365, 5.1419], [1.2762, 2.5552, 5.8049], [0.4928, 3.1347, 4.2376], [3.0309, 0.3672, 2.3198], [3.2465, 1.8248, 4.2848], [2.8210, 3.2499, 3.4170], [4.9639, 1.2330, 2.6743], [5.4605, 2.6014, 3.6033], [5.7590, 2.3539, 0.9106], [5.4438, 3.9232, 1.6382], [3.8849, 3.4481, -0.2959], [3.1717, 4.0093, 1.1284], [3.3395, 0.9643, 0.2253], [1.9414, 2.1336, 0.1922], [-4.5261, 1.8659, 1.6758], [-6.5366, 3.2538, 0.9813], [-6.8601, 3.6449, -1.5345], [-5.3829, 2.7202, -3.0666], [-2.0593, -0.9823, -2.3421], [-4.3352, -0.8428, -1.0255], [-3.8501, -2.4808, -1.8405], [-5.9278, -0.5064, -2.9398], [-6.0939, -1.9265, -1.9783], [-6.2680, -2.2906, -4.5783], [-4.9591, -3.2699, -3.7815], [-4.6470, -0.5579, -4.9981], [-4.3042, -2.0835, -5.8093], [-2.2100, -1.0532, -4.8317], [-2.6153, -2.5743, -4.0330], [-1.3301, 1.7109, -1.8818], [-2.1698, 3.6175, -3.3606], [-1.0830, 2.9815, -4.6613], [-0.3988, 4.2562, -2.0387], [0.4304, 4.3604, -3.5769], [0.7944, 2.1407, -1.4895], [1.9749, 3.0077, -2.4696], [1.6644, 0.6602, -3.3964], [1.2637, 1.9450, -4.5036], [-0.2511, -0.1050, -3.0237], [-0.6289, 0.5637, -4.6093], [3.7978, -2.4072, -0.2470], [3.2342, -2.2408, -2.4699], [1.7714, -3.8883, -3.0994], [-0.4843, -3.5851, -2.4844], [5.3452, 1.5901, -1.7739], [4.4691, 1.2038, -1.7716], [5.9549, 0.8252, -1.7051], [-0.7004, -4.1039, 1.1454], [0.0583, -4.4748, 1.5892], [-0.5861, -4.2989, 0.1804], [7.3010, -5.7893, -1.6778], [6.1461, -4.9830, -1.7757], [5.1048, -5.5407, -0.9443], [4.4328, -6.6431, -1.4141], [4.9184, -7.2980, -2.2915], [3.0946, -6.8769, -0.8786], [2.0607, -7.0086, -1.7558], [0.7726, -6.9919, -1.2043], [0.5913, -6.7449, 0.1176], [1.6426, -6.6452, 1.0029], [2.8375, -6.7514, 0.4949], [6.9514, -6.6788, -1.9566], [5.8715, -4.9234, -2.7852], [6.3738, -4.0075, -1.4818], [4.5665, -4.8357, -0.4738], [2.2033, -7.0299, -2.8045], [0.0087, -7.1202, -1.9118], [-0.3913, -6.5682, 0.5558], [3.7395, -6.6470, 1.2621]], "forces_ev_per_angstrom": [[-0.0288, 0.5169, 0.0609], [0.1791, 1.7230, -0.7992], [0.4290, 0.0976, 0.6607], [-1.6951, -0.8224, -0.8342], [-1.3415, -1.7428, -0.5723], [0.9542, 0.5631, 0.1792], [-0.5577, -1.3788, 0.7553], [1.2169, 0.8017, 0.4324], [0.3533, -0.6643, -0.0997], [0.3440, 1.1364, 0.0328], [0.6689, 0.4380, 0.3282], [-1.4146, 0.5532, -0.6486], [-0.0802, 0.4448, -0.7592], [-0.6137, -0.8109, -0.6562], [-0.8644, -0.4774, 0.5284], [-0.7975, 0.2113, 0.0864], [-0.7291, 0.4716, -0.6428], [-0.3950, -1.8085, 0.3344], [-1.9601, -0.6417, 0.4762], [0.5174, -0.6506, -0.4200], [-0.5867, 0.1457, 0.3443], [0.6343, -1.2276, -0.5216], [0.7104, -0.6908, 0.1683], [-0.9193, 0.2806, -1.7458], [0.9228, 0.4209, 1.4367], [-0.3191, -0.2964, -0.5209], [0.0490, -0.1735, 1.3542], [0.0877, 0.3324, 0.7121], [-0.3257, -0.3366, -0.5649], [-0.9167, 0.5107, 0.0276], [-0.1176, -0.0403, -0.0146], [-1.2908, 0.7726, 0.4039], [0.9914, 0.5492, -0.4235], [-0.2746, 1.4901, 0.2463], [-0.8075, -0.6453, -0.1787], [-1.1225, 1.8418, -0.0093], [0.1786, -1.7187, 0.4184], [0.8369, 0.4755, -1.1118], [-1.1738, -0.8525, -0.1598], [0.4035, -1.7142, -1.6157], [0.1775, 3.4177, 0.5324], [0.3790, 0.2176, 0.3995], [-0.4353, -0.3962, -0.1615], [-0.1817, -1.2340, 0.0041], [0.3574, -0.1828, 0.2815], [-0.2366, 1.0406, -0.4707], [0.7447, 1.4468, 0.1664], [0.2878, 0.0560, -0.1145], [0.2311, -0.5194, 0.1787], [-0.2766, 0.9708, 0.3108], [0.8664, -1.1310, 0.5265], [0.4710, 0.0651, 0.1824], [-0.6175, -0.3403, 0.5108], [0.4445, 0.4918, 0.4279], [0.4841, -0.1387, -0.2293], [0.3746, -0.0889, -0.0005], [0.5490, -0.2799, -0.2418], [-0.0373, -0.0788, -0.8744], [0.6784, 0.5001, 0.2293], [-0.1405, 0.5302, 0.1820], [0.3319, 0.3134, -0.7041], [0.3437, 0.5090, -0.2921], [0.4777, -0.4584, 0.0686], [0.7007, 0.5194, 0.4177], [-0.4459, 0.4823, -0.0183], [0.6357, 1.1052, -0.0068], [0.3126, -0.2154, -0.6029], [0.1016, -0.6786, 0.1299], [-0.7088, 1.7003, 0.7296], [0.0537, -0.4331, 0.5209], [-0.2086, 0.1982, 0.4168], [0.1420, -0.4949, -0.5715], [-0.0337, 0.0959, 0.4108], [-0.0709, 0.0969, -1.4947], [0.7790, -0.0960, 0.5764], [0.8242, -0.8662, -0.8315], [0.0425, 0.7296, 0.6414], [0.7016, -0.3498, 0.1552], [-0.6441, -0.4428, 0.0952], [-0.3317, -0.3635, 0.3208], [-0.3918, -0.6432, 0.1011], [0.1148, -0.4269, -0.1983], [0.4208, -0.2926, -0.7469], [0.2209, 0.0043, -0.2174], [0.3574, 0.1701, 0.1082], [0.4869, -0.2549, -0.2123], [-0.1797, 0.3341, -0.2040], [-0.3770, 0.0557, 0.5266], [-0.0260, 0.2756, 0.7868], [-0.1394, -0.1734, 0.4292], [-0.0395, 0.3606, -0.0638], [1.0839, 0.7309, 0.3872], [0.4537, 0.9464, 0.4453], [-0.3750, -0.0643, 0.5360], [0.1731, -2.6193, 0.9565], [-0.1665, -0.6494, -1.0968], [0.3263, -0.0842, 0.7813], [0.0255, 0.8082, -0.4400], [-0.4126, -0.7775, -0.2387], [0.2781, -0.1951, 0.0588], [0.9909, -0.3925, -0.0268], [-0.2994, -0.2826, 0.0326], [-0.7245, 0.5796, -0.0298], [-0.4134, 0.1485, -0.7700], [0.4776, -0.3573, 0.0807], [-0.0797, 0.1045, 0.5791], [-0.0513, -1.2760, -0.3813], [0.4047, -1.7632, 0.8453], [-0.5860, -0.0551, -0.2546], [0.6931, 2.0563, 0.8812], [0.8862, -1.8349, -1.8621], [0.3655, 0.1851, 0.8872], [-0.8810, -0.0238, 1.3867], [1.0851, -0.1260, -0.8643], [0.6669, 0.0359, 1.5618], [-1.6596, -0.1378, -0.4918], [2.2864, 0.5597, 1.3282], [0.6390, 1.0745, 0.2773], [-0.8732, -0.1438, -1.6168], [0.3107, 1.4505, 0.9359], [-0.4477, 0.4928, 0.4690], [0.2199, -0.1793, -0.7689], [-1.4047, 0.1276, -0.3913], [0.2007, -0.2698, -0.1971], [-1.9091, -0.2607, -1.7979]], "lumo_energy_ha": 0.13113, "gap_ev": 5.16, "homo_energy_ev": -1.59, "molar_mass_g_mol": 1179.37, "e_above_lowest_kj_mol": 108.5, "charge": -2, "fmax_ev_per_a": 3.464}

{"formula": "C4H8O2", "method": "ωB97M-V with the def2-TZVPD basis set", "species": ["C", "O", "C", "C", "C", "O", "H", "H", "H", "H", "H", "H", "H", "H"], "positions_angstrom": [[0.5511, 2.3670, 0.2315], [0.1330, 1.2993, -0.3715], [-0.1781, 0.1482, 0.1570], [-0.6741, -0.8758, -0.7648], [-0.9723, -2.2345, -0.3093], [-2.0282, -1.3348, -0.5955], [0.7670, 3.2020, -0.4175], [0.4666, 2.4388, 1.3103], [2.3063, 0.9429, 0.8115], [-0.3349, 0.1014, 1.2318], [2.0484, 0.2290, 0.7739], [-0.3841, -0.7266, -1.8053], [-0.8410, -2.4839, 0.7452], [-0.8595, -3.0730, -0.9974]], "forces_ev_per_angstrom": [[0.0815, 0.4822, 0.3447], [-0.0759, -0.0857, -0.5689], [-0.2293, -0.3655, 0.2538], [0.3074, 0.1452, -0.0327], [0.1824, -0.2367, 0.0805], [-0.2845, 0.0409, -0.0092], [-0.0219, -0.1162, 0.0907], [0.0301, -0.0144, -0.1357], [-0.0153, -0.1552, 0.0018], [0.0345, -0.0202, -0.1373], [0.1023, 0.1233, 0.0284], [-0.0484, -0.0236, 0.1562], [-0.0294, 0.0731, -0.1622], [-0.0336, 0.1528, 0.0897]], "lumo_energy_ha": [0.02094, 0.02434], "gap_ev": [8.21, 8.22], "homo_energy_ev": [-7.64, -7.56], "molar_mass_g_mol": 88.11, "e_above_lowest_kj_mol": 600.2, "fmax_ev_per_a": 0.598}

{"formula": "C4H11N3O3P", "method": "ωB97M-V with the def2-TZVPD basis set", "species": ["C", "C", "C", "C", "N", "N", "N", "O", "O", "O", "P", "H", "H", "H", "H", "H", "H", "H", "H", "H", "H", "H"], "positions_angstrom": [[-2.8979, -0.7658, -0.4448], [1.7162, -1.2832, 0.8874], [0.4954, -1.6110, -1.3192], [0.3197, -1.2792, 0.2362], [-0.4728, 2.2989, -0.9514], [-0.3364, 2.3557, 1.5602], [-0.3656, -0.0718, 0.5238], [-3.2515, -1.5332, 0.3201], [-2.7948, -0.0575, -1.3345], [1.7800, 1.6451, 0.1543], [0.3135, 1.4222, 0.2577], [1.5020, -1.2483, 1.9235], [2.3548, -2.1470, 0.5659], [2.1676, -0.2963, 0.7411], [1.2493, -1.0125, -1.9309], [-0.4973, -1.4128, -1.6844], [0.6721, -2.6513, -1.2313], [-0.2145, -2.1933, 0.7457], [0.2083, 2.6267, -1.7808], [-1.3040, 1.9328, -1.2802], [-0.2408, 3.3730, 1.5641], [-0.4037, 1.9089, 2.4775]], "forces_ev_per_angstrom": [[-0.1801, 0.2282, -0.2497], [0.0948, -0.0130, -0.7428], [-0.3706, 1.3712, 1.4647], [1.3681, -0.6089, -0.3926], [4.1267, 2.1619, -2.4700], [-0.3400, -0.5255, 0.3573], [0.0159, 2.3332, -0.2745], [-0.2157, -1.7435, 2.1317], [0.5755, 1.7279, -1.8589], [0.4261, 0.0565, -0.6528], [-1.7025, -1.0875, 2.1266], [0.1519, -0.6245, 1.4533], [-0.3848, 0.6882, 0.4563], [0.3800, -0.5327, -0.5998], [-0.7730, -0.7782, 1.2128], [-0.3446, -0.1636, -0.7845], [0.5258, -1.2602, -0.9885], [0.3604, 1.4328, -1.2150], [-2.1798, -1.2941, 2.6074], [-1.8591, -0.9385, -0.8352], [0.0984, -0.8060, -0.0734], [0.2267, 0.3763, -0.6724]], "lumo_energy_ha": 0.12630, "gap_ev": 6.92, "homo_energy_ev": -3.48, "molar_mass_g_mol": 180.12, "e_above_lowest_kj_mol": 0.0, "charge": -1, "fmax_ev_per_a": 5.273}